# 1
The following is a quantum chemistry calculation of a structure of composition C31H21N6OPS2Ti, from the Open Molecules 2025 dataset.

Geometry as XYZ:
```
63
Properties=species:S:1:pos:R:3:forces:R:3
Ti 1.413960 -0.543069 -0.552240 -1.08 -1.56 -0.59
C 5.176582 -0.098284 -0.255956 0.12 0.01 0.04
C 5.240005 -0.674849 -1.518436 -0.04 0.04 -0.01
C 4.975144 0.094494 -2.642498 0.01 -0.01 0.00
C 4.653441 1.437906 -2.505736 -0.01 0.00 -0.03
C 4.599833 2.016798 -1.245617 0.01 -0.01 0.03
C 4.868275 1.249149 -0.119308 -0.05 0.00 -0.03
H 5.387796 -0.695781 0.622826 -0.01 -0.01 0.00
H 5.485678 -1.722975 -1.625140 -0.01 -0.01 0.01
H 5.008065 -0.355539 -3.625983 0.00 -0.01 0.00
H 4.439071 2.032266 -3.384618 0.00 0.01 0.00
H 4.351916 3.065025 -1.138595 0.00 0.01 0.00
H 4.832824 1.702631 0.863564 -0.02 -0.01 0.01
S 2.254503 -2.646613 -1.205128 0.16 0.11 0.04
C 0.983235 -2.645553 -2.404744 0.17 -0.12 0.01
C 0.381997 -3.922099 -2.677748 -0.01 0.12 0.01
N -0.078092 -4.955628 -2.879853 -0.04 -0.04 0.01
C 0.533048 -1.533547 -3.045013 0.06 0.25 -0.12
S 1.173033 0.083148 -2.789791 0.07 0.10 -0.01
C -0.566883 -1.605790 -3.965031 0.02 -0.08 0.13
N -1.462358 -1.618872 -4.685990 -0.03 0.01 -0.03
N -0.236315 -1.105443 -0.091152 0.17 0.93 -0.06
P -1.503170 -0.221832 0.315564 0.16 -0.23 0.24
C -2.935037 -1.266634 0.588903 -0.04 -0.03 0.04
C -2.798360 -2.644110 0.478806 0.02 -0.01 -0.07
C -3.889924 -3.463995 0.734254 0.01 -0.05 -0.01
C -5.105123 -2.908596 1.096880 -0.04 0.03 0.01
C -5.243086 -1.528233 1.208485 0.00 -0.04 -0.01
C -4.159340 -0.708014 0.956616 0.02 0.02 0.03
C -1.163367 0.623968 1.894241 -0.03 0.06 0.08
C -1.348905 2.060973 2.143624 -0.04 -0.04 -0.06
C -0.779241 2.684967 3.174199 0.01 0.03 0.00
C 0.172864 1.991644 4.092738 0.06 0.02 -0.01
C 0.161534 0.431207 3.976216 -0.06 0.10 0.06
C -0.603118 -0.147395 2.833202 0.03 -0.04 -0.02
C -1.966118 1.019787 -0.891352 0.03 0.04 -0.22
C -1.195294 2.176299 -1.028984 0.07 -0.01 0.09
C -1.450269 3.064887 -2.057278 -0.02 0.01 -0.03
C -2.457989 2.792846 -2.974157 0.00 0.00 0.00
C -3.205603 1.631033 -2.864989 0.03 0.02 0.01
C -2.961626 0.745089 -1.826183 0.00 -0.02 0.00
H -1.844860 -3.062655 0.180295 0.00 0.00 0.02
H -3.788799 -4.537114 0.643002 0.01 0.00 -0.01
H -5.954318 -3.550484 1.291366 0.00 0.00 0.00
H -6.194824 -1.097284 1.488810 -0.01 0.00 0.00
H -4.265572 0.367598 1.042315 0.01 0.01 0.00
H -2.002255 2.615854 1.482983 -0.01 -0.01 -0.02
H -0.977010 3.734590 3.349346 0.00 0.01 0.01
H 0.153512 2.395966 5.103610 0.00 -0.03 0.00
H 0.119364 -0.147644 4.896757 -0.02 0.00 0.01
H -0.511406 -1.220495 2.685924 0.01 0.01 -0.03
H -0.380405 2.379558 -0.341035 -0.02 -0.02 0.01
H -0.851013 3.959960 -2.156375 0.00 0.01 0.00
H -2.649219 3.481916 -3.786032 0.00 0.01 -0.01
H -3.969270 1.403085 -3.595542 -0.01 -0.01 -0.01
H -3.535954 -0.169659 -1.761383 -0.01 -0.01 0.02
O 1.717982 0.856557 0.703165 0.13 0.26 0.30
N 2.291222 -0.187230 1.312084 0.10 0.31 0.32
C 2.328143 -0.209802 2.593120 0.10 -0.03 -0.01
C 2.898744 -1.376677 3.209230 -0.04 0.06 0.00
N 3.338108 -2.279783 3.765296 0.01 -0.03 0.01
C 1.531011 0.740663 3.414240 0.20 -0.12 -0.23
N 1.563232 2.011816 3.500226 -0.18 -0.03 0.12
```
Forces are in eV/Å.

Computed properties:
Largest force on an atom = 2.0 eV/Å
Spin multiplicity = 1
Gap between HOMO and LUMO = 7.35 eV
LUMO level = -0.042 hartree

---

# 2
The following is a quantum chemistry calculation of a cluster of 2 separate species, C5H7NO in total, from the Open Molecules 2025 dataset.

Geometry as XYZ:
```
14
Properties=species:S:1:pos:R:3:forces:R:3
C -0.621979 0.835468 1.258689 -0.01 0.08 0.22
C 1.201821 0.334194 -0.731553 0.00 0.00 -0.04
C 1.237681 -1.013068 -0.427851 -0.01 0.02 0.02
C -0.067034 -1.494827 -0.242868 0.00 0.05 0.06
N -0.895156 -0.435590 -0.357666 -0.11 0.00 -0.13
C -0.172270 0.755463 -0.887245 0.06 0.04 0.03
O -0.741443 1.677962 -1.443084 0.10 -0.24 0.14
H -0.349045 1.885143 1.175982 -0.02 -0.15 -0.02
H 0.074953 0.208806 1.810474 -0.09 0.09 -0.13
H -1.663532 0.705268 1.548640 0.16 0.00 -0.12
H 2.037496 0.975123 -0.977577 -0.13 -0.09 0.04
H 2.132683 -1.611921 -0.302287 -0.17 0.10 -0.03
H -0.404701 -2.445229 0.146530 0.06 0.14 -0.08
H -1.900255 -0.480672 -0.475491 0.17 -0.04 0.04
```
Forces are in eV/Å.

Computed properties:
Largest force on an atom = 0.3 eV/Å
Spin multiplicity = 1
Gap between HOMO and LUMO (spin up / spin down) = 7.63 / 7.63 eV
Energy relative to the best compared isomer or geometry (same formula, charge and spin) = 338.4 kJ/mol
LUMO level (spin up / spin down) = 0.001 / 0.001 hartree

---

# 3
The following is a quantum chemistry calculation of a structure of composition C18H39NO2, from the Open Molecules 2025 dataset.

Geometry as XYZ:
```
60
Properties=species:S:1:pos:R:3:forces:R:3
C -4.593424 -4.638925 5.918278 2.59 -5.74 0.99
C -3.772543 -3.538158 5.704097 5.85 0.14 -3.25
C -4.190232 -2.733394 4.596554 -2.02 5.55 -3.61
C -3.278967 -1.437256 4.245102 0.59 -2.10 -0.22
C -3.846375 -0.524489 2.967196 8.15 2.87 7.64
C -3.539277 -0.947838 1.687416 -0.79 -4.65 -3.30
C -4.151972 0.049340 0.614748 -8.31 -16.59 0.82
C -3.533727 1.124574 0.456458 4.42 15.95 -1.90
C -2.006024 1.199929 0.156276 -1.73 5.87 1.39
C -1.743021 0.601448 -1.107481 9.76 0.96 4.14
C -0.054395 0.807032 -1.376683 -7.15 4.24 -8.13
C 0.289537 0.055261 -2.828170 -3.46 -1.86 6.63
C 1.390681 0.534007 -3.465683 7.80 3.10 3.24
C 2.716466 0.114455 -2.295568 -1.52 -1.81 -6.00
C 4.045062 0.268251 -3.085123 -4.86 8.36 4.82
H 4.114062 0.140343 -4.017546 0.02 -2.24 -7.16
H 4.665993 -0.090878 -2.473635 5.75 -3.39 3.89
C 4.452585 1.947946 -2.989636 4.26 -5.34 1.65
O 4.631030 2.181082 -1.577657 -2.39 1.58 -0.62
H 5.481355 1.938208 -1.233922 0.78 -0.48 -0.58
H 3.653670 2.387741 -3.456366 -1.94 2.04 -0.37
C 5.867816 2.267663 -3.766632 -6.39 -8.41 -1.95
N 6.137210 3.557920 -3.691746 2.38 4.54 1.19
H 5.999035 4.028844 -2.744480 -0.27 -1.04 -1.98
H 5.527098 3.823528 -4.407303 -0.86 2.57 -0.71
C 6.891359 1.293304 -3.345782 3.32 7.00 -6.84
O 7.188511 1.667899 -2.173030 0.78 -2.43 8.76
H 7.664766 2.398539 -1.910168 1.67 2.33 -0.37
H 7.813202 1.717077 -4.083471 -1.71 -1.99 1.10
H 6.695604 0.334028 -3.432969 -0.94 -4.59 -0.51
H 5.556739 1.778119 -4.838072 0.73 2.09 1.55
H 2.566385 -1.016023 -2.257136 -0.09 1.45 0.82
H 2.624185 0.674606 -1.391543 0.13 0.15 0.43
H 1.610792 0.130778 -4.384424 0.71 -1.07 -2.14
H 1.533695 1.677129 -3.505134 -0.87 -1.63 -0.08
H -0.492541 0.313253 -3.366339 -4.41 1.14 -2.61
H 0.100762 -1.083915 -2.688734 1.11 1.67 -0.08
H -0.046821 2.151764 -1.440823 0.50 -4.20 -0.10
H 0.462792 0.527887 -0.639314 4.08 -2.24 5.86
H -2.159831 1.031856 -1.820885 -4.03 3.42 -6.44
H -1.940500 -0.334267 -0.932421 -1.09 -5.67 -0.15
H -1.584571 2.531886 0.278471 -1.62 -3.76 -0.81
H -1.450450 0.885365 0.974462 1.00 -1.36 1.38
H -4.137868 1.849124 -0.379957 1.73 -1.71 1.95
H -3.629542 1.729614 1.383595 -0.06 0.13 -0.35
H -5.380427 -0.103238 0.895281 3.16 1.54 -0.64
H -4.181108 -0.632967 -0.303128 0.16 0.90 0.57
H -4.198950 -1.971224 1.700624 1.47 1.85 -1.12
H -2.433977 -1.330387 1.558544 -2.03 1.15 0.10
H -3.000665 0.516740 3.215035 -2.90 -2.35 -0.61
H -4.751560 -0.312311 3.332242 -3.86 1.28 0.23
H -2.200179 -1.827842 4.018508 -1.77 0.78 0.29
H -3.263424 -1.022593 5.273838 0.31 1.12 -1.01
H -4.259580 -3.127573 3.600886 -0.38 -1.46 -0.21
H -5.265788 -2.179502 4.760559 2.12 -1.64 -0.06
H -2.591025 -3.720932 5.621737 -2.17 -0.52 -0.50
H -3.641584 -2.913528 6.449884 -0.33 3.04 4.46
H -5.505333 -4.300178 6.051952 -4.92 1.28 0.40
H -4.546441 -5.352469 5.039314 -0.20 0.48 1.28
H -4.308270 -5.096653 6.909908 -0.31 -0.32 -1.18
```
Forces are in eV/Å.

Computed properties:
Largest force on an atom = 18.6 eV/Å
Spin multiplicity = 1
Gap between HOMO and LUMO = 9.23 eV
Energy relative to the best compared isomer or geometry (same formula, charge and spin) = 1788.2 kJ/mol
LUMO level = 0.028 hartree